No. 1
A cluster of 2 separate species, C5H14S in total, computed with wB97M-V/def2-TZVPD.

Results
charge: 0
SMILES: CCC.CSC

Atoms and positions in Å:
C -0.234 1.298 -0.885
H -1.640 1.930 -3.128
H -0.820 1.655 -0.018
H 0.240 -0.200 2.939
H 0.776 -0.970 0.663
H -2.240 0.697 -1.014
H -0.524 -1.361 3.881
H 2.170 -2.235 0.313
H 2.435 -0.499 0.880
H 0.204 2.201 -1.506
H -0.199 0.885 -3.498
C 0.454 -0.977 3.599
C -1.285 0.483 -1.615
H -1.808 0.244 -3.633
H 0.566 0.539 -0.465
C -1.281 0.862 -3.059
C 1.724 -1.382 0.938
S 1.833 -2.000 2.711
H -1.099 -0.681 -1.522
H 0.727 -0.491 4.419

=====

No. 2
A structure of composition C27H28BrNO3P2Y, computed with wB97M-V/def2-TZVPD.

Results
charge: +1

Atoms and positions in Å:
Y -0.616 -0.525 0.835
C -3.643 -1.106 0.774
C -3.283 2.044 2.927
C -0.465 -3.902 -0.511
H -1.320 -3.261 -4.209
H 0.745 1.442 -4.005
C 1.025 1.354 -2.947
H 3.622 0.927 2.832
C -5.178 2.290 1.433
H -2.615 2.450 3.684
O -2.535 -1.073 0.022
H -0.859 -4.432 1.512
C 1.926 -2.880 0.491
H 2.160 -0.009 3.278
C -1.738 -4.457 -2.457
C 2.541 0.812 2.657
P 2.210 0.472 0.885
C -1.488 -4.653 -1.106
H 4.538 -2.441 2.606
O -4.374 -2.066 0.906
H 3.634 -0.893 -0.513
H 0.883 2.323 -2.456
C 0.453 -1.401 -3.162
N 1.636 -2.684 -0.840
H -6.003 2.883 1.042
H -4.460 3.861 2.757
H -2.371 -0.304 -2.512
C 0.404 -3.112 -1.284
H -5.636 0.540 0.220
C -4.989 0.986 0.975
H 3.424 -4.348 3.729
H -2.462 -5.082 -2.972
C 3.498 -0.868 0.579
C -1.068 -3.455 -3.169
C -3.918 0.218 1.465
O -0.416 2.960 -0.012
H 1.104 -5.015 3.066
H 0.066 -1.233 -4.176
C -3.093 0.755 2.436
C -4.327 2.831 2.404
C 2.935 -3.864 2.887
C -0.336 1.823 0.205
C 3.034 -2.202 1.117
H -1.571 0.441 -3.940
C 3.583 -2.809 2.232
H 4.010 2.108 0.628
H -2.095 -5.354 -0.514
H -0.767 -2.555 1.212
H 2.083 1.073 -2.882
C 1.134 -3.692 1.331
H 1.554 -1.384 -3.179
H 2.416 2.768 0.164
C -0.292 -3.707 0.943
P -0.004 0.099 -2.113
H -1.985 1.439 -2.508
C 3.063 1.884 0.111
H 4.437 -0.565 1.066
H 2.029 1.740 2.948
H 3.279 1.673 -0.945
C 1.671 -4.268 2.482
Br -1.569 -0.400 3.387
C -0.093 -2.674 -2.566
C -1.645 0.450 -2.843

=====

Respective frontier orbital gap values: 9.6 4.6 eV.
Respective max |F| values: 4.89 4.81 eV/A.